Run P
The following is a quantum chemistry calculation of C4H26BO21 as an isolated structure, from the OMol25 dataset.

CARTESIAN COORDINATES (ANGSTROEM)
O  19.98  0.03  -15.11
C  19.21  -0.56  -15.88
O  18.70  0.05  -16.83
B  17.35  -0.39  -17.00
O  17.22  -1.42  -16.00
C  18.35  -1.56  -15.42
O  18.65  -2.62  -14.93
O  17.19  -0.84  -18.41
C  16.19  -0.18  -18.78
O  15.46  -0.65  -19.58
C  15.77  0.86  -17.89
O  16.36  0.75  -16.83
O  15.03  1.80  -18.14
O  17.96  -4.91  -13.73
H  18.63  -5.47  -14.04
H  18.28  -3.99  -13.75
O  17.42  -2.32  -12.00
H  16.84  -2.67  -12.68
H  16.89  -2.14  -11.26
O  16.83  -4.88  -16.43
H  17.19  -4.76  -15.53
H  16.59  -5.81  -16.46
O  18.63  2.58  -14.71
H  19.44  2.09  -14.92
H  18.32  2.98  -15.51
O  16.51  4.25  -16.59
H  16.89  4.74  -15.89
H  16.11  3.45  -16.26
O  15.65  0.06  -13.61
H  15.64  -0.83  -13.95
H  15.75  0.03  -12.65
O  20.25  0.15  -12.49
H  20.79  0.80  -12.12
H  20.34  0.22  -13.41
O  13.43  4.09  -18.79
H  14.10  3.39  -18.69
H  13.60  4.71  -18.14
O  13.04  1.31  -16.04
H  12.97  0.58  -16.57
H  13.73  1.81  -16.45
O  15.42  -3.20  -18.25
H  15.73  -2.80  -19.05
H  16.22  -3.46  -17.80
O  12.49  0.57  -19.30
H  12.44  1.47  -19.05
H  13.39  0.31  -19.09
O  15.50  -2.78  -14.20
H  14.66  -2.91  -14.67
H  16.13  -2.60  -14.94
O  15.59  2.59  -14.87
H  15.77  1.67  -14.71
H  14.65  2.68  -14.80

Molecular weight (g/mol): 421.04
Gap between HOMO and LUMO (eV): 10.11
Total charge: -1


Run Q
The following is a quantum chemistry calculation of a 14-piece molecular cluster, C4H26BO21 overall, from the OMol25 dataset.

CARTESIAN COORDINATES (ANGSTROEM)
O  -2.38  0.75  0.46
C  -1.26  0.31  0.18
O  -0.30  -0.07  1.00
B  0.94  -0.37  0.19
O  0.44  -0.35  -1.17
C  -0.71  0.30  -1.20
O  -1.35  0.67  -2.16
O  1.62  -1.67  0.53
C  2.91  -1.44  0.61
O  3.81  -2.28  0.82
C  3.13  0.04  0.59
O  2.02  0.61  0.34
O  4.25  0.62  0.72
O  4.15  -4.33  2.76
H  3.98  -3.63  2.13
H  3.46  -4.24  3.41
O  -2.38  2.27  -4.60
H  -1.53  2.61  -4.35
H  -2.85  2.17  -3.77
O  -4.73  0.88  -3.34
H  -4.34  0.02  -3.49
H  -4.20  1.27  -2.65
O  -4.74  -1.03  -0.30
H  -4.05  -0.51  0.10
H  -4.27  -1.67  -0.85
O  -1.04  0.03  -5.39
H  -0.56  0.42  -4.66
H  -1.77  0.63  -5.54
O  -4.05  -1.43  2.88
H  -3.28  -1.94  3.14
H  -3.86  -1.13  1.99
O  4.87  0.05  3.35
H  5.43  -0.71  3.26
H  4.78  0.40  2.46
O  -2.60  3.31  2.00
H  -2.67  3.85  1.22
H  -2.24  2.48  1.69
O  1.60  -4.63  -0.44
H  1.36  -4.52  0.48
H  1.62  -3.74  -0.79
O  5.71  3.12  -0.04
H  5.49  3.50  0.82
H  5.04  2.45  -0.18
O  0.50  -4.27  2.00
H  -0.38  -4.48  2.32
H  0.41  -3.41  1.59
O  1.53  2.83  2.63
H  1.03  2.70  1.82
H  2.08  3.59  2.45
O  -3.67  3.07  -1.93
H  -2.78  3.13  -1.59
H  -4.14  3.78  -1.50

Molecular weight (g/mol): 421.04
Gap between HOMO and LUMO (eV): 9.86
Total charge: -1


Verdict on stability: run P comes out at the bottom.


Run P
The following is a quantum chemistry calculation of a 2-piece molecular cluster, C6H12BrN2S overall, from the OMol25 dataset.

CARTESIAN COORDINATES (ANGSTROEM)
C  -8.61  -0.97  -1.03
C  -8.90  -2.15  -0.54
C  -7.80  1.17  -0.65
C  -7.06  -0.55  0.87
C  6.58  -0.53  -0.45
C  5.89  1.46  0.80
N  -7.88  -0.09  -0.31
N  5.47  0.21  0.20
S  -8.77  -3.59  0.03
Br  -6.57  2.35  0.19
H  -8.92  -0.71  -1.95
H  -8.48  1.56  -1.34
H  -5.96  -0.72  0.58
H  -7.03  0.24  1.52
H  -7.54  -1.31  1.37
H  6.98  0.08  -1.17
H  7.47  -0.72  0.27
H  6.28  -1.48  -0.90
H  5.13  1.52  1.62
H  6.87  1.22  1.13
H  5.72  2.23  0.15
H  4.75  0.22  -0.47

Molecular weight (g/mol): 224.15
Gap between HOMO and LUMO (eV): 4.10
Total charge: +1


Run Q
The following is a quantum chemistry calculation of a 2-piece molecular cluster, C6H12BrN2S overall, from the OMol25 dataset.

CARTESIAN COORDINATES (ANGSTROEM)
C  3.43  -0.41  -0.20
C  2.47  0.44  0.26
C  2.60  -2.50  0.52
C  4.69  -2.39  -0.63
C  -4.08  2.32  -0.79
C  -4.50  0.61  0.92
N  3.48  -1.79  -0.05
N  -3.74  1.71  0.45
S  1.06  0.13  1.13
Br  2.76  2.30  -0.14
H  4.26  0.01  -0.75
H  2.60  -3.55  0.69
H  4.74  -3.45  -0.38
H  4.67  -2.27  -1.71
H  5.58  -1.88  -0.23
H  -4.21  1.56  -1.55
H  -5.02  2.89  -0.74
H  -3.29  3.01  -1.09
H  -4.64  -0.12  0.12
H  -3.99  0.13  1.76
H  -5.50  0.91  1.27
H  -3.40  2.34  1.16

Molecular weight (g/mol): 224.15
Gap between HOMO and LUMO (alpha / beta) (eV): 2.48 / 3.12
Total charge: +1


Verdict on stability: run Q comes out at the bottom.


Run P
The following is a quantum chemistry calculation of a single C4H9OPS molecule, from the OMol25 dataset.

CARTESIAN COORDINATES (ANGSTROEM)
C  0.81  0.86  1.21
C  0.16  -0.13  0.34
C  -0.36  -1.42  1.00
C  -0.92  0.46  -0.65
O  -0.26  1.34  -1.54
P  0.66  0.69  -2.68
S  1.53  -0.61  -1.24
H  1.43  0.53  2.01
H  0.05  1.34  1.79
H  1.46  1.52  0.76
H  -0.84  -1.10  1.88
H  0.53  -1.91  1.19
H  -1.02  -1.97  0.41
H  -1.30  -0.44  -1.13
H  -1.70  1.03  -0.04
H  -0.23  -0.18  -3.31

Structure (SMILES): CC1(C)COPS1
Molecular weight (g/mol): 136.16
Gap between HOMO and LUMO (eV): 9.05


Run Q
The following is a quantum chemistry calculation of a single C4H9OPS molecule, from the OMol25 dataset.

CARTESIAN COORDINATES (ANGSTROEM)
C  -0.58  -0.50  -0.87
C  0.69  -0.21  -0.03
C  1.50  0.86  -0.76
C  0.33  0.25  1.38
O  -1.66  -0.98  -0.10
P  -3.08  -0.20  0.03
S  1.75  -1.70  0.09
H  -0.87  0.42  -1.39
H  -0.35  -1.27  -1.61
H  0.96  1.81  -0.76
H  1.67  0.56  -1.79
H  2.46  1.01  -0.28
H  -0.15  -0.55  1.93
H  -0.35  1.10  1.33
H  1.23  0.55  1.91
H  -3.54  -1.18  0.92

Molecular weight (g/mol): 136.16
Gap between HOMO and LUMO (alpha / beta) (eV): 8.92 / 5.73


Verdict on stability: run Q comes out at the bottom.


Run P
The following is a quantum chemistry calculation of C8H12AlF6O6P as an isolated structure, from the OMol25 dataset.

CARTESIAN COORDINATES (ANGSTROEM)
Al  0.15  0.51  -0.01
P  2.80  -0.37  2.66
F  2.67  -1.74  3.45
F  4.40  -0.66  2.51
F  2.64  -1.27  1.33
F  2.96  0.95  1.73
F  1.18  -0.28  2.66
F  3.00  0.44  4.09
C  4.11  -3.46  -4.46
C  3.06  -3.97  -3.44
C  3.49  -4.17  -2.03
O  2.56  -3.46  -1.25
C  1.77  -2.73  -2.05
O  1.00  -1.84  -1.63
O  2.12  -2.88  -3.31
H  4.84  -4.23  -4.71
H  4.72  -2.66  -4.04
H  3.58  -3.03  -5.30
H  2.38  -4.75  -3.78
H  4.46  -3.72  -1.82
H  3.59  -5.23  -1.79
C  -6.01  3.26  2.49
C  -5.21  3.74  1.23
C  -4.26  4.86  1.60
O  -3.02  4.31  1.23
C  -3.11  3.05  0.73
O  -2.13  2.36  0.38
O  -4.43  2.71  0.71
H  -6.78  2.53  2.23
H  -6.58  4.03  3.01
H  -5.38  2.80  3.24
H  -5.78  4.07  0.36
H  -4.29  4.93  2.69
H  -4.51  5.87  1.30

Molecular weight (g/mol): 376.12
Gap between HOMO and LUMO (eV): 1.77
Total charge: +2


Run Q
The following is a quantum chemistry calculation of C8H12AlF6O6P as an isolated structure, from the OMol25 dataset.

CARTESIAN COORDINATES (ANGSTROEM)
Al  3.44  0.88  0.78
P  7.02  -3.28  1.71
F  8.59  -2.91  1.76
F  6.60  -1.96  2.46
F  6.86  -2.39  0.35
F  5.41  -3.49  1.69
F  7.41  -4.66  0.94
F  7.13  -4.04  3.16
C  -2.13  6.92  -5.40
C  -0.79  7.14  -4.63
C  -0.90  7.71  -3.21
O  0.26  7.15  -2.68
C  0.44  5.94  -3.21
O  1.14  5.04  -2.74
O  -0.30  5.91  -4.36
H  -2.61  7.83  -5.76
H  -2.77  6.46  -4.65
H  -2.04  6.32  -6.31
H  -0.10  7.77  -5.19
H  -1.76  7.31  -2.67
H  -0.85  8.80  -3.19
C  -4.43  -5.29  4.13
C  -3.04  -5.51  3.64
C  -2.85  -6.05  2.24
O  -1.73  -5.29  1.80
C  -1.58  -4.15  2.50
O  -0.78  -3.22  2.27
O  -2.36  -4.28  3.55
H  -4.50  -4.49  4.86
H  -4.79  -6.21  4.58
H  -5.07  -4.91  3.33
H  -2.43  -6.09  4.33
H  -3.76  -5.83  1.68
H  -2.76  -7.13  2.25

Molecular weight (g/mol): 376.12
Gap between HOMO and LUMO (eV): 1.11
Total charge: +2


Verdict on stability: run Q comes out at the bottom.


Run P
The following is a quantum chemistry calculation of a single CH3FNOPS molecule, from the OMol25 dataset.

CARTESIAN COORDINATES (ANGSTROEM)
H  -0.19  -1.20  1.70
N  -0.68  -0.55  1.04
C  0.00  0.19  0.26
P  1.79  0.65  0.21
O  -0.58  0.85  -0.83
S  -2.25  0.88  -0.84
F  -2.47  -0.40  -1.79
H  2.53  -0.24  1.16
H  1.87  -0.19  -0.90

Structure (SMILES): [H]/N=C(\P)OSF
Molecular weight (g/mol): 127.08
Gap between HOMO and LUMO (eV): 9.56


Run Q
The following is a quantum chemistry calculation of a single CH3FNOPS molecule, from the OMol25 dataset.

CARTESIAN COORDINATES (ANGSTROEM)
H  -2.22  1.27  0.13
N  -1.25  1.62  0.19
C  -0.40  0.70  0.05
P  -1.14  -1.05  -0.15
O  0.93  0.82  0.23
S  2.51  -0.05  0.01
F  2.73  -0.98  1.37
H  -1.28  -0.67  -1.43
H  0.12  -1.67  -0.39

Structure (SMILES): [H]/N=C(\P)OSF
Molecular weight (g/mol): 127.08
Gap between HOMO and LUMO (eV): 8.82


Verdict on stability: run Q comes out at the bottom.